1.
{"formula": "C4H11F3InO2S", "method": "the ωB97M-V functional and the def2-TZVPD basis", "e_homo_ev": -4.7, "charge": -1, "lumo_ev": 2.906, "orbital_gap_ev": 7.6481, "symbols": ["O", "C", "C", "In", "S", "C", "F", "F", "F", "H", "H", "H", "H", "H", "H", "H", "C", "O", "H", "H", "H", "H"], "positions_angstrom": [[0.568, 0.804, -0.255], [-0.197, -0.324, 0.280], [-1.733, 0.051, 0.080], [-3.208, -1.581, 0.595], [-5.543, -0.783, 0.058], [0.275, -1.588, -0.565], [-0.182, -2.806, -0.098], [0.012, -1.411, -1.938], [1.690, -1.643, -0.453], [0.166, 1.065, -1.109], [0.111, -0.378, 1.375], [-1.958, 0.450, -0.970], [-1.920, 0.939, 0.780], [-2.890, -3.036, -0.401], [-3.216, -1.997, 2.365], [-5.662, -0.990, -1.318], [4.111, 2.358, 0.558], [4.036, 1.870, -0.770], [5.120, 2.732, 0.739], [3.394, 3.172, 0.692], [3.894, 1.549, 1.260], [3.134, 1.546, -0.903]], "forces_ev_per_angstrom": [[0.280, -0.433, -0.176], [-1.334, 1.282, -1.385], [0.516, 0.454, 0.662], [0.124, -0.579, 0.065], [-0.239, 0.003, -1.095], [1.288, 0.316, 0.524], [0.647, 2.110, -1.259], [0.253, -0.772, 2.598], [-2.144, -0.269, -0.446], [0.060, -0.387, 0.821], [-0.455, -0.437, -1.577], [0.640, -0.743, 1.204], [0.288, -1.206, -0.890], [-0.148, 0.335, 0.127], [-0.004, 0.299, -0.521], [0.355, 0.112, 1.302], [-0.293, -0.172, -0.183], [-0.031, 0.008, -0.180], [-0.037, -0.046, -0.102], [0.063, 0.027, 0.254], [0.017, 0.155, 0.189], [0.156, -0.059, 0.067]]}


2.
{"formula": "C6H14N2O2", "method": "the ωB97M-V functional and the def2-TZVPD basis", "e_homo_ev": -8.7, "lumo_ev": 0.481, "orbital_gap_ev": 9.1331, "symbols": ["C", "N", "C", "C", "O", "H", "H", "H", "H", "H", "H", "H", "C", "N", "C", "C", "O", "H", "H", "H", "H", "H", "H", "H"], "positions_angstrom": [[0.473, 1.135, -2.631], [0.812, 1.227, -1.241], [1.917, 1.991, -0.926], [2.549, 1.860, 0.425], [2.412, 2.824, -1.748], [0.686, 2.098, -3.329], [1.306, 0.349, -3.066], [-0.674, 0.968, -2.548], [0.557, 0.351, -0.582], [3.335, 1.189, 0.500], [3.063, 2.827, 0.768], [1.958, 1.803, 1.354], [-0.677, -1.467, 2.844], [-1.744, -1.427, 1.774], [-1.392, -1.279, 0.422], [-2.454, -1.729, -0.563], [-0.240, -1.018, -0.009], [0.321, -1.346, 2.288], [-0.838, -0.569, 3.421], [-0.557, -2.467, 3.267], [-2.653, -1.597, 2.026], [-1.885, -2.356, -1.334], [-3.176, -2.519, -0.110], [-3.098, -0.852, -1.001]], "forces_ev_per_angstrom": [[0.517, -0.005, -2.024], [1.538, -0.365, 2.733], [0.279, 1.781, -1.962], [-0.280, 3.383, 2.351], [-1.205, -2.262, 1.895], [-0.587, -1.970, 2.369], [-2.919, 1.249, 0.342], [2.040, -0.568, -1.315], [0.659, 2.634, -2.109], [1.297, -1.803, -0.256], [-0.514, -0.879, -1.424], [-0.716, -0.916, -0.773], [0.919, 0.515, -3.087], [4.726, 0.597, -1.795], [0.908, -0.952, 0.658], [-1.546, -0.906, -0.755], [-2.402, -0.483, 1.706], [-1.526, 0.160, 0.671], [0.233, -0.409, 0.984], [-0.701, 0.436, 0.609], [-2.327, -0.565, 0.372], [-0.908, 1.453, 0.660], [1.041, 1.622, -0.447], [1.474, -1.745, 0.595]]}


3.
{"formula": "C4H8O4", "method": "the ωB97M-V functional and the def2-TZVPD basis", "e_homo_ev": [-10.2, -8.4], "lumo_ev": [-0.843, -2.163], "orbital_gap_ev": [9.3199, 6.2324], "symbols": ["C", "C", "O", "C", "C", "O", "O", "O", "H", "H", "H", "H", "H", "H", "H", "H"], "positions_angstrom": [[0.232, -0.525, 1.981], [0.806, -1.070, 0.664], [1.980, -1.380, 0.532], [-0.237, -0.983, -0.485], [-0.802, 0.461, -0.723], [0.615, 0.327, -0.594], [-0.555, 4.131, -1.983], [0.155, -1.765, -1.625], [-0.838, -0.751, 2.045], [0.754, -1.074, 2.764], [0.360, 0.554, 2.165], [-1.201, -1.409, -0.104], [-1.175, 0.797, -1.717], [-1.120, 1.073, 0.131], [-0.123, 3.305, -1.433], [1.150, -1.691, -1.616]], "forces_ev_per_angstrom": [[0.020, -0.634, 0.129], [1.306, 0.938, 1.776], [-1.942, -0.616, -0.136], [-1.105, -4.681, -1.309], [2.109, 1.839, -0.303], [0.588, 4.748, -1.755], [1.433, -2.848, 1.882], [0.337, 1.196, 1.134], [0.128, 0.026, 0.073], [-0.083, 0.138, 0.165], [0.230, -0.436, -0.441], [0.043, -0.929, 0.282], [0.313, -0.753, 0.646], [-0.769, -0.641, -0.208], [-1.387, 2.825, -1.874], [-1.220, -0.170, -0.061]]}


The records above yield DFT total energy values of -1197.403606, -496.950126, -457.864742 hartree, respectively.
The records above yield ΔE to the lowest compared entry with this formula, charge and spin values of 22.9, 67.4, 231.2 kcal/mol, respectively.